[1]
Molecular formula: C8H9Cl3N3
Method: DFT, the ωB97M-V functional and the def2-TZVPD basis

Properties
- Multiplicity: 1
- Charge: +1
- Max |F|: 5.8 eV/Å
- ΔE to the lowest compared entry with this formula, charge and spin: 1.3285 eV
- E: -1854.73212 a.u.
- Highest occupied orbital energy: -12.4161 eV

Element x y z (Å)
1 C 3.5294 1.3819 0.1808
2 C 2.2223 0.9243 0.4126
3 C 4.4339 0.2408 -0.0823
4 C 1.7446 -0.3715 0.3985
5 C 3.9818 -1.0590 -0.0730
6 C -0.7185 -0.6099 0.4858
7 C -2.3121 -1.0319 -1.2106
8 C -0.8453 -1.0676 -0.7918
9 N -1.1345 -0.4934 1.5694
10 N 2.6785 -1.3041 0.1920
11 N 3.8874 2.6451 0.0972
12 Cl 1.0056 2.1036 0.8027
13 Cl 6.1229 0.5943 -0.1256
14 Cl 4.9726 -2.4094 -0.6129
15 H -2.8631 -1.7695 -0.6364
16 H -2.6171 -1.1865 -2.2089
17 H -2.6036 -0.0884 -0.7962
18 H -0.2993 -0.3202 -1.2498
19 H -0.5193 -2.1138 -0.8870
20 H -1.2585 -0.3311 2.6285
21 H 2.3006 -2.1965 0.2401
22 H 3.1048 3.3094 0.0755
23 H 4.8942 2.7579 0.1936

Cartesian forces (eV/Å) of the 2 atoms listed first:
C -0.339 -3.314 -0.606
C -0.676 0.177 0.047

[2]
Molecular formula: C26H47ClNO6
Method: DFT, the ωB97M-V functional and the def2-TZVPD basis

Properties
- Multiplicity: 1
- Charge: -1
- Max |F|: 0.7 eV/Å
- E: -1985.31950 a.u.
- Highest occupied orbital energy: -4.6350 eV

Element x y z (Å)
1 C -1.2311 1.9007 3.4651
2 C -2.0095 1.4985 2.2107
3 C -2.0167 -0.0110 1.9780
4 C -0.6432 -0.5651 1.5775
5 O -0.7398 -1.2588 0.3522
6 C -0.0532 -2.5294 0.2166
7 C -0.0453 -2.7829 -1.3073
8 C -0.4000 -1.6052 -2.2187
9 C -0.0821 -1.9457 -3.6680
10 O -0.2017 -0.8150 -4.5482
11 C -0.9343 -3.6092 0.9964
12 O -1.3502 -4.5697 0.3301
13 O -1.1184 -3.3394 2.2140
14 N 1.2887 -2.4710 0.7463
15 C 2.2365 -1.5672 0.1623
16 C 2.6991 -0.4069 1.0870
17 C 4.2057 -0.3608 1.3205
18 Cl 5.0557 0.7396 0.1870
19 C 1.7993 -3.3005 1.8057
20 C 2.3115 -4.6851 1.4369
21 C 3.3280 -5.2378 2.2000
22 C 3.8347 -6.4948 1.9291
23 C 3.3277 -7.2501 0.8768
24 C 3.8648 -8.6281 0.5804
25 C 2.3161 -6.6959 0.1154
26 C 1.8136 -5.4323 0.3790
27 H -1.4138 1.1757 4.2647
28 H -1.5604 2.8672 3.8566
29 H -0.1571 1.9295 3.2794
30 H -1.5174 1.9555 1.3487
31 H -3.0252 1.9013 2.2314
32 H -2.3847 -0.5477 2.8553
33 H -2.6914 -0.2373 1.1491
34 H -0.2742 -1.2248 2.3593
35 H 0.0609 0.2728 1.4647
36 H 0.9419 -3.1647 -1.5895
37 H -0.7558 -3.5852 -1.5002
38 H -1.4661 -1.3942 -2.1386
39 H 0.1649 -0.7042 -1.9663
40 H 0.9446 -2.3267 -3.7258
41 H -0.7684 -2.6950 -4.0614
42 H 0.5897 -0.2836 -4.4329
43 H 3.1459 -2.1226 -0.1227
44 H 1.8407 -1.1538 -0.7627
45 H 2.3843 0.5487 0.6679
46 H 2.2141 -0.5217 2.0580
47 H 4.4438 -0.0087 2.3220
48 H 4.6542 -1.3447 1.1917
49 H 2.6664 -2.7815 2.2357
50 H 1.0775 -3.3888 2.6204
51 H 3.7412 -4.6654 3.0247
52 H 4.6392 -6.8912 2.5405
53 H 4.8820 -8.5856 0.1866
54 H 3.8618 -9.2426 1.4829
55 H 3.2263 -9.1308 -0.1476
56 H 1.8996 -7.2788 -0.6994
57 H 1.0035 -5.0467 -0.2233
58 C -1.0192 6.7403 0.7581
59 C -1.5750 5.3410 0.5389
60 C -3.0823 5.3091 0.7224
61 O -0.9358 4.3969 1.3929
62 H -1.2251 7.0689 1.7811
63 H 0.0618 6.7516 0.6134
64 H -1.4755 7.4542 0.0702
65 H -1.3253 5.0086 -0.4702
66 H -3.3408 5.5917 1.7489
67 H -3.4656 4.3016 0.5544
68 H -3.5730 5.9893 0.0294
69 H -1.1300 4.6389 2.3048
70 C -2.4642 6.8669 -4.2436
71 C -2.8648 5.8271 -3.2091
72 C -3.6102 4.6605 -3.8356
73 O -3.6488 6.4254 -2.1733
74 H -3.3544 7.2798 -4.7272
75 H -1.9259 7.6894 -3.7720
76 H -1.8285 6.4306 -5.0149
77 H -1.9717 5.4555 -2.7053
78 H -4.5326 5.0127 -4.3072
79 H -3.8789 3.9266 -3.0764
80 H -3.0046 4.1658 -4.5954
81 H -4.4538 6.7665 -2.5784

Cartesian forces (eV/Å) of the 2 atoms listed first:
C -0.352 -0.148 0.197
C 0.386 -0.117 -0.192

[3]
Molecular formula: C26H27N5PtS2
Method: DFT, the ωB97M-V functional and the def2-TZVPD basis

Properties
- Multiplicity: 5
- Charge: +2
- Max |F|: 0.9 eV/Å
- ΔE to the lowest compared entry with this formula, charge and spin: 0.0000 eV
- E: -2195.87168 a.u.
- Highest occupied orbital energy (alpha / beta): -13.4126 / -13.7600 eV

Element x y z (Å)
1 Pt -0.2374 0.2181 -0.4248
2 C 2.9417 0.7610 0.2060
3 N 2.0143 -0.3593 0.4127
4 C 1.7793 -0.5343 1.8600
5 C 0.5388 -1.3609 2.1726
6 N -0.7269 -0.6857 1.8234
7 C -1.7894 -1.6965 1.7479
8 C -1.0111 0.3581 2.7764
9 C -1.5714 0.0634 4.0124
10 C -1.7814 1.0544 4.9624
11 C -1.4353 2.3735 4.6899
12 C -0.8733 2.6881 3.4734
13 C -0.6631 1.6977 2.5007
14 S -0.0123 2.2416 0.9859
15 C 2.5006 -1.5916 -0.1512
16 C 3.8395 -1.9403 -0.0293
17 C 4.3156 -3.1539 -0.5056
18 C 3.4479 -4.0485 -1.1223
19 C 2.1160 -3.7265 -1.2502
20 C 1.6245 -2.4971 -0.7847
21 S -0.0500 -2.1818 -1.1001
22 H 3.7857 0.7342 0.9014
23 H 2.4036 1.6979 0.3671
24 H 3.3289 0.7596 -0.8101
25 H 1.6904 0.4561 2.3123
26 H 2.6409 -1.0395 2.3179
27 H 0.5515 -1.5948 3.2451
28 H 0.5759 -2.3052 1.6250
29 H -1.7587 -2.3902 2.5937
30 H -1.6499 -2.2793 0.8342
31 H -2.7716 -1.2328 1.7034
32 H -1.8347 -0.9542 4.2566
33 H -2.1920 0.7893 5.9221
34 H -1.6013 3.1454 5.4225
35 H -0.5942 3.7035 3.2393
36 H 4.5242 -1.2607 0.4541
37 H 5.3579 -3.4036 -0.3769
38 H 3.8107 -4.9888 -1.5028
39 H 1.4238 -4.4028 -1.7262
40 N -1.8507 1.5817 -3.2800
41 C -2.3980 1.9638 -2.0808
42 C -3.1500 3.1512 -2.0542
43 C -3.7583 3.5382 -0.8842
44 C -3.6863 2.6863 0.2176
45 C -2.9495 1.5284 0.1020
46 N -2.2678 1.1913 -0.9982
47 C -0.8143 0.7281 -3.5612
48 C -0.7914 0.1375 -4.8357
49 C 0.2703 -0.6540 -5.1968
50 C 1.3322 -0.7905 -4.3051
51 C 1.2355 -0.1745 -3.0787
52 N 0.1710 0.5316 -2.6804
53 H -2.3201 1.9540 -4.0967
54 H -3.2149 3.7526 -2.9468
55 H -4.2891 4.4755 -0.8302
56 H -4.1878 2.9171 1.1421
57 H -2.9042 0.8307 0.9257
58 H -1.6234 0.2908 -5.5045
59 H 0.2768 -1.1502 -6.1525
60 H 2.2062 -1.3663 -4.5602
61 H 2.0545 -0.2348 -2.3780

Cartesian forces (eV/Å) of the 2 atoms listed first:
Pt 0.287 -0.311 0.513
C 0.169 0.449 -0.029

[4]
Molecular formula: CH4N2S
Method: DFT, the ωB97M-V functional and the def2-TZVPD basis

Properties
- Multiplicity: 1
- Max |F|: 7.5 eV/Å
- ΔE to the lowest compared entry with this formula, charge and spin: 3.8355 eV
- E: -548.07091 a.u.
- Highest occupied orbital energy: -8.7225 eV

Element x y z (Å)
1 C 0.9154 -0.4465 -0.1799
2 H -0.8842 1.0423 1.5705
3 H -0.8086 1.3260 -0.2241
4 H 1.7847 1.5216 0.5212
5 H 1.7497 -1.1001 -0.3877
6 N -0.3445 1.5328 0.6789
7 N 0.8030 0.6764 0.7460
8 S -0.6590 -0.9735 -0.6484

Cartesian forces (eV/Å) of the 2 atoms listed first:
C -5.773 1.211 1.492
H 0.685 1.964 -3.421

[5]
Molecular formula: C5H7NO3S
Method: DFT, the ωB97M-V functional and the def2-TZVPD basis

Properties
- Multiplicity: 1
- Max |F|: 4.8 eV/Å
- ΔE to the lowest compared entry with this formula, charge and spin: 0.0000 eV
- E: -873.36496 a.u.
- Highest occupied orbital energy: -9.2811 eV
- SMILES: O=C(O)[C@H]1NCCSC1=O

Element x y z (Å)
1 O 2.2645 0.7820 0.9960
2 C 1.7134 -0.1153 0.4840
3 O 1.8162 -1.3425 0.9519
4 C 0.8086 -0.0074 -0.7039
5 N -0.2560 -0.8813 -0.7186
6 C -1.5267 -0.5794 0.0086
7 C -1.1976 0.5653 1.0164
8 S -0.8265 2.1399 0.0754
9 C 0.5312 1.5400 -0.9362
10 O 1.1126 2.2303 -1.7002
11 H 1.3800 -2.1227 0.4511
12 H 1.3287 -0.2505 -1.5632
13 H -0.5402 -1.0760 -1.6405
14 H -1.9409 -1.4679 0.6804
15 H -2.2137 -0.2629 -0.6702
16 H -2.1194 0.6808 1.6763
17 H -0.3342 0.1678 1.5926

Cartesian forces (eV/Å) of the 2 atoms listed first:
O 1.189 1.936 0.947
C -1.112 -1.635 -1.033

[6]
Molecular formula: C30H60O30
Method: DFT, the ωB97M-V functional and the def2-TZVPD basis

Properties
- Multiplicity: 1
- Max |F|: 4.7 eV/Å
- ΔE to the lowest compared entry with this formula, charge and spin: 4.8606 eV
- E: -3436.17151 a.u.
- Highest occupied orbital energy: -10.4368 eV
- SMILES: COC(=O)OC.COC(=O)OC.COC(=O)OC.COC(=O)OC.COC(=O)OC.COC(=O)OC.COC(=O)OC.COC(=O)OC.COC(=O)OC.COC(=O)OC

Element x y z (Å)
1 C -2.1262 2.2553 6.6703
2 O -1.8390 2.9849 5.4606
3 C -0.5950 2.9988 4.8933
4 O -0.3895 3.1908 3.6878
5 O 0.3573 2.7935 5.9135
6 C 1.6961 2.8065 5.5558
7 H -1.4807 1.3770 6.6611
8 H -3.1772 1.9935 6.7924
9 H -1.7733 2.8545 7.5097
10 H 2.0840 3.7047 6.0363
11 H 1.8779 2.9787 4.4949
12 H 2.1406 1.8633 5.8733
13 C -2.1397 -4.6208 -9.0662
14 O -1.7338 -4.2660 -7.7602
15 C -0.6176 -3.4531 -7.6058
16 O 0.1097 -3.1580 -8.5468
17 O -0.4059 -3.2782 -6.2857
18 C 0.5596 -2.3044 -5.9189
19 H -2.2252 -3.6709 -9.5939
20 H -3.1302 -5.0756 -9.0784
21 H -1.4789 -5.1664 -9.7398
22 H 0.7720 -2.4917 -4.8663
23 H 0.0671 -1.3332 -5.8713
24 H 1.4820 -2.2771 -6.4991
25 C 1.1488 5.8842 -4.3283
26 O 1.5996 4.5338 -4.3282
27 C 1.0326 3.5576 -5.0746
28 O 0.0055 3.6604 -5.7259
29 O 1.6815 2.4724 -4.7801
30 C 1.1124 1.2811 -5.2113
31 H 1.2407 6.2283 -5.3585
32 H 1.8345 6.5694 -3.8299
33 H 0.0814 5.9462 -4.1160
34 H 1.7000 0.5522 -4.6531
35 H 1.2470 1.2192 -6.2912
36 H 0.0847 1.1350 -4.8787
37 C 5.0653 -2.6119 0.1834
38 O 4.7931 -1.2301 -0.0358
39 C 5.6091 -0.3394 -0.7061
40 O 6.7343 -0.6250 -0.9754
41 O 4.9635 0.7821 -0.9841
42 C 5.5440 1.8416 -1.7415
43 H 4.4978 -3.1407 -0.5824
44 H 4.8054 -2.9785 1.1765
45 H 6.1170 -2.8876 0.1064
46 H 5.8214 1.4090 -2.7028
47 H 6.3760 2.4220 -1.3428
48 H 4.7862 2.5681 -2.0345
49 C 6.3912 -0.7223 6.4398
50 O 5.1776 -0.4115 5.7765
51 C 5.0277 -0.3594 4.4334
52 O 5.9088 -0.5830 3.5988
53 O 3.7161 -0.0651 4.1865
54 C 3.2131 0.1018 2.8907
55 H 6.2858 -1.0652 7.4691
56 H 7.0967 0.1073 6.4861
57 H 6.8511 -1.5578 5.9120
58 H 3.8782 0.6857 2.2545
59 H 2.2566 0.6062 3.0279
60 H 2.9617 -0.8853 2.5027
61 C -8.8377 -2.1849 1.8596
62 O -7.7911 -1.2926 1.5019
63 C -6.8559 -1.6818 0.5963
64 O -6.9525 -2.6725 -0.1160
65 O -5.7784 -0.9278 0.7405
66 C -4.4633 -1.3892 0.2929
67 H -8.4586 -2.7596 2.7046
68 H -9.1303 -2.9518 1.1425
69 H -9.6951 -1.5580 2.1044
70 H -3.7232 -1.3108 1.0892
71 H -4.0823 -0.9291 -0.6188
72 H -4.4061 -2.4528 0.0612
73 C 5.9540 -2.8429 -4.1229
74 O 5.3457 -4.1085 -4.2628
75 C 4.0360 -4.1090 -4.0517
76 O 3.3575 -3.1472 -3.5929
77 O 3.6813 -5.3357 -4.2061
78 C 2.3306 -5.7227 -4.0187
79 H 5.6922 -2.2709 -3.2327
80 H 5.7800 -2.2847 -5.0428
81 H 7.0261 -3.0116 -4.0218
82 H 1.6756 -5.2263 -4.7347
83 H 1.9446 -5.2805 -3.1002
84 H 2.2021 -6.8016 -3.9316
85 C 2.1343 -0.7675 -2.3237
86 O 1.7248 0.2975 -1.4125
87 C 1.2307 -0.0129 -0.1524
88 O 1.3921 -1.0269 0.5352
89 O 0.4560 1.0227 0.2411
90 C -0.5170 0.8606 1.2746
91 H 1.9362 -1.8041 -2.0509
92 H 3.2142 -0.7160 -2.4626
93 H 1.6828 -0.5437 -3.2902
94 H -1.1843 1.7012 1.4645
95 H -0.0296 0.8634 2.2495
96 H -1.1840 0.0111 1.1282
97 C -0.8085 -1.5764 4.1100
98 O -2.0477 -1.2885 3.4591
99 C -3.0415 -0.7261 4.1437
100 O -3.1448 -0.5957 5.3390
101 O -3.9217 -0.1411 3.1994
102 C -5.1409 0.4385 3.5800
103 H -0.0118 -1.2141 3.4603
104 H -0.7023 -2.6528 4.2445
105 H -0.6394 -0.9969 5.0176
106 H -4.9216 1.3817 4.0805
107 H -5.6990 -0.2949 4.1620
108 H -5.7018 0.8001 2.7182
109 C -4.3473 3.2669 0.8374
110 O -5.2375 3.4369 2.0010
111 C -5.7506 4.6324 2.3001
112 O -5.6873 5.7310 1.6492
113 O -6.4150 4.4778 3.4254
114 C -7.0338 5.5831 4.0990
115 H -4.8535 3.8770 0.0893
116 H -4.4065 2.2366 0.4868
117 H -3.3808 3.6783 1.1286
118 H -7.6939 6.0855 3.3919
119 H -6.1268 6.0984 4.4154
120 H -7.6738 5.3224 4.9419

Cartesian forces (eV/Å) of the 2 atoms listed first:
C 1.796 0.052 0.476
O 0.406 0.073 -1.592